# 1
Density functional theory data (wB97M-V/def2-TZVPD) for 2 unconnected molecules or ions with the total composition C5H2BrF5O at a distorted geometry.

Last column: natural (NBO) charge in e.
Atoms and positions in Å:
C: 0.95 -0.69 0.56  -0.376
H: 1.20 -1.24 -1.58  0.241
C: 0.77 0.93 -1.07  0.859
F: -2.16 -1.37 1.55  -0.336
C: 0.90 -0.55 -0.81  -0.278
C: 0.67 0.55 1.11  0.728
F: -0.25 1.30 -1.86  -0.319
C: -1.86 -0.49 0.59  0.500
Br: -1.68 -1.26 -1.10  0.113
H: 1.06 -1.60 1.12  0.254
F: 0.62 0.92 2.35  -0.264
F: 1.87 1.45 -1.67  -0.322
F: -2.71 0.52 0.64  -0.325
O: 0.61 1.54 0.18  -0.474

- E_LUMO (spin up / spin down): -0.02080 / -0.02843 hartree
- HOMO (spin up / spin down): -9.00 / -7.93 eV

---

# 2
Density functional theory data (wB97M-V/def2-TZVPD) for a molecular structure, C48H59F3InNOPS.

Last column: Löwdin charge in e.
Atoms and positions in Å:
H: -3.92 1.17 -5.35  0.116
H: 3.47 -1.33 4.26  0.121
H: 0.46 4.12 -3.10  0.090
H: 1.86 3.34 1.25  0.129
F: 8.13 -2.94 4.75  0.148
F: 9.09 -1.73 3.24  0.144
H: 1.21 -3.18 -0.22  0.055
C: 6.75 -1.56 3.44  -0.111
C: -3.05 -0.72 -4.83  -0.049
H: 3.33 0.70 0.48  0.014
H: -3.92 1.02 -1.17  0.114
H: 2.37 -1.85 -2.90  0.110
H: 0.05 -2.58 -4.35  0.081
H: 1.04 -0.69 -3.09  0.069
C: 0.38 1.96 -3.07  -0.351
H: 5.33 -1.12 0.41  0.094
C: -2.77 -1.35 4.00  -0.037
C: -2.08 0.59 -2.54  -0.192
C: -2.03 -0.78 2.94  -0.314
H: -2.98 -3.76 -2.95  0.067
C: -4.73 1.57 0.67  -0.049
C: 1.47 -1.45 -2.43  -0.098
H: -4.41 -2.77 -0.25  0.103
H: 7.54 -1.43 1.46  0.126
H: 1.51 2.90 -0.81  0.111
C: 1.06 -3.62 -1.22  -0.081
C: 2.96 -1.02 1.68  -0.108
H: -0.07 5.29 2.55  0.070
H: -4.79 3.01 -1.92  0.088
H: -3.17 3.84 3.69  0.077
H: -2.90 -2.95 5.39  0.119
C: 6.65 -1.41 2.07  0.013
H: -3.43 -1.31 -0.07  0.074
C: 0.48 -2.61 -2.21  -0.668
C: 4.26 -1.20 2.27  -0.230
S: -2.87 1.59 3.54  1.172
H: -2.14 -2.99 1.20  0.050
H: -1.00 3.47 -3.85  0.071
C: 5.41 -1.23 1.48  -0.008
In: -0.11 -0.42 0.62  0.850
C: -2.27 3.52 1.67  -0.129
C: -3.71 1.81 -0.44  -0.321
C: 4.37 -1.36 3.65  -0.005
C: 1.89 1.72 -3.09  -0.076
C: -2.21 1.64 -0.14  -0.208
C: -0.55 -2.58 3.02  -0.139
C: -2.80 3.11 2.99  -0.405
C: 0.07 3.31 -3.72  -0.034
H: -0.47 -4.08 -3.55  0.070
P: -1.03 -1.82 -1.45  1.170
H: 2.44 2.59 -2.72  0.085
H: 2.21 1.55 -4.12  0.097
H: -4.70 2.32 1.45  0.061
H: 0.59 5.56 0.93  0.088
C: -3.33 0.62 -4.63  -0.034
H: -3.68 -0.87 4.35  0.101
C: 0.28 -3.30 -3.57  -0.073
H: -4.05 -1.77 -1.67  0.088
H: 2.05 -3.93 -1.57  0.100
C: 0.85 3.51 1.64  -0.347
C: 5.60 -1.53 4.23  0.004
H: -3.05 2.31 -3.36  0.101
C: -1.46 2.50 0.88  -0.247
C: -2.40 -3.02 -0.96  -0.649
H: -5.73 1.62 0.23  0.094
H: 1.51 3.10 3.66  0.092
C: -2.06 -3.69 0.38  -0.084
H: 0.33 -3.03 2.58  0.117
H: -0.81 -4.06 4.54  0.112
H: 1.23 -3.77 -3.84  0.097
C: -2.31 -1.41 -3.88  -0.091
C: -2.30 0.54 2.38  -0.473
H: 1.78 -0.98 -1.49  0.044
F: 8.30 -0.80 5.03  0.148
C: -4.01 3.14 -1.16  -0.050
C: -2.34 -2.52 4.57  -0.036
H: 5.69 -1.65 5.31  0.131
C: -0.06 2.93 0.57  -0.126
C: -1.83 -0.78 -2.72  -0.270
H: -1.65 4.40 1.83  0.104
C: 8.08 -1.76 4.11  -0.588
C: 0.74 2.74 2.96  -0.030
H: -0.09 1.18 -3.68  0.122
O: 3.35 1.24 -0.33  -0.147
C: -0.25 1.94 -1.69  -0.127
N: -0.98 -1.45 2.44  -0.011
H: 0.89 1.67 2.81  0.071
H: -0.23 2.89 3.44  0.064
H: 2.18 0.87 -2.49  0.035
H: -3.55 -4.70 -1.59  0.096
H: 1.66 5.39 2.32  0.085
C: 0.47 2.66 -0.63  0.016
H: -3.40 -1.24 -5.71  0.114
C: -3.64 -2.15 -0.74  -0.070
C: -1.18 -3.15 4.10  -0.044
H: -3.13 3.56 -1.64  0.084
H: -3.10 3.90 1.06  0.107
C: -1.45 1.38 -1.43  -0.122
H: 4.51 1.46 -1.98  0.074
H: -2.79 -4.48 0.56  0.101
C: 1.86 -0.86 1.20  -0.083
H: -1.07 -4.15 0.40  0.071
H: 4.78 -0.07 -1.12  0.067
C: -2.85 1.25 -3.50  -0.028
H: 0.54 3.38 -4.70  0.088
H: -4.62 0.59 1.12  0.071
C: 4.58 1.00 -1.00  -0.140
H: 5.42 1.46 -0.47  0.089
H: -4.39 3.89 -0.46  0.077
C: -1.62 1.01 1.15  -0.242
C: -2.70 -4.13 -1.97  -0.070
C: 0.74 5.03 1.87  -0.053
H: 0.45 -4.51 -1.13  0.078
H: -2.10 -2.45 -4.05  0.077
H: -1.87 -4.82 -2.07  0.079

- E_LUMO: -0.09921 hartree
- Total charge: +1
- ΔE to the lowest compared entry with this formula, charge and spin: 280.5 kJ/mol
- HOMO: -9.39 eV

---

# 3
Density functional theory data (wB97M-V/def2-TZVPD) for 5 unconnected molecules or ions with the total composition C17H34BrClO5P at a distorted geometry.

Last column: natural (NBO) charge in e.
Atoms and positions in Å:
H: 0.58 -2.38 3.10  0.188
H: -0.34 -1.48 0.30  0.197
C: 0.37 1.39 -2.87  -0.075
C: -3.17 -2.26 -0.12  -0.070
H: -3.85 -1.78 0.59  0.194
C: -8.03 0.17 -0.43  -0.431
H: 7.78 -0.20 0.71  0.164
H: -7.08 -1.77 -0.75  0.185
H: 6.22 1.21 3.88  0.154
H: -1.65 3.12 -4.16  0.157
H: 0.75 1.28 -1.85  0.185
C: 7.72 0.66 1.40  -0.067
Cl: 1.84 -1.36 1.20  -0.231
C: -6.11 0.83 0.76  -0.068
P: 2.95 -3.13 3.35  0.913
H: 4.46 -1.88 2.16  0.480
C: 8.62 0.46 2.60  -0.430
C: 7.73 -0.31 3.54  -0.432
C: -7.34 1.41 0.09  -0.431
H: 8.03 -0.23 4.59  0.211
H: 0.28 4.56 -3.88  0.210
C: -1.18 3.10 -3.17  -0.065
O: 4.55 -2.51 2.96  -1.011
C: -1.36 -1.89 -1.57  -0.429
C: 1.59 -1.81 2.98  -0.892
Br: 2.40 -4.85 1.90  -0.428
H: -3.66 -3.16 -0.51  0.145
C: -0.84 -2.31 -0.21  -0.082
H: -6.33 0.55 1.80  0.166
H: -6.54 -0.49 -1.85  0.166
O: -1.98 -2.68 0.57  -0.541
H: -5.26 1.52 0.75  0.190
H: 8.88 1.43 3.03  0.192
H: 2.11 2.64 -3.31  0.221
H: -8.59 -0.31 0.38  0.199
C: -6.86 -0.70 -0.83  -0.067
H: -7.95 2.00 0.77  0.214
C: 6.38 0.31 3.27  -0.078
H: -7.04 2.04 -0.75  0.200
H: -2.63 -0.32 -0.85  0.206
O: 6.38 0.73 1.89  -0.534
H: -0.71 -1.17 -2.07  0.212
H: 1.00 2.38 -4.67  0.194
C: -2.72 -1.34 -1.23  -0.427
H: -1.47 -2.77 -2.22  0.185
H: -0.14 -3.15 -0.27  0.193
H: 0.48 4.05 -2.19  0.205
H: -8.72 0.36 -1.25  0.213
H: 7.72 -1.37 3.26  0.212
H: 7.96 1.57 0.84  0.173
O: -1.02 1.72 -2.79  -0.535
H: 5.55 -0.38 3.44  0.224
H: 0.50 0.43 -3.39  0.185
H: 9.55 -0.06 2.35  0.209
H: -3.42 -1.33 -2.07  0.201
C: 1.06 2.53 -3.59  -0.430
C: 0.20 3.71 -3.20  -0.432
O: -5.77 -0.37 0.05  -0.532
H: -1.85 3.59 -2.45  0.181

- E_LUMO: 0.08706 hartree
- Total charge: -1
- HOMO: -3.20 eV